This record from OMol25 describes the ion C4H6BrIN with charge +1. The level of theory is ωB97M-V/def2-TZVPD.

Values from the calculation:
Spin multiplicity: 1
HOMO level: -14.43 eV
SMILES: Br[C@H]1CCC(I)=[NH+]1
Total charge: +1

Structure (XYZ):
```
13
Properties=species:S:1:pos:R:3:lowdin_charge:R:1
H -0.08 2.17 -0.88 0.168
C 0.60 -1.05 -0.30 -0.175
C -0.67 -0.81 0.60 -0.181
Br 1.71 0.81 1.54 0.743
I -2.98 1.55 0.18 1.013
H 2.00 0.65 -0.97 0.115
C -1.07 0.59 0.09 -0.668
H 1.31 -1.83 0.00 0.132
C 1.13 0.41 -0.35 -0.532
N -0.09 1.25 -0.46 0.002
H -1.46 -1.45 0.17 0.128
H -0.63 -0.99 1.67 0.124
H 0.22 -1.30 -1.30 0.130
```


This record from OMol25 describes a cluster of 10 separate species, C3H26N6O10 in total. The level of theory is ωB97M-V/def2-TZVPD.

Values from the calculation:
Spin multiplicity: 1
HOMO level: -9.69 eV
SMILES: NC(N)=O.NC(N)=O.NC(N)=O.O.O.O.O.O.O.O

Structure (XYZ):
```
45
Properties=species:S:1:pos:R:3:lowdin_charge:R:1
H -1.52 -15.18 -4.53 -0.018
O 4.66 -13.41 -3.91 -0.031
O 2.57 -12.88 -5.67 -0.056
N 0.78 -15.94 -2.81 0.186
H 1.84 -10.97 -2.09 -0.024
H -2.87 -15.85 -4.50 -0.015
C -3.35 -17.94 -3.06 -0.778
H 4.95 -16.29 1.82 0.120
N 2.82 -16.71 2.06 0.175
H 1.74 -12.77 2.11 0.027
O 0.30 -13.98 -3.89 -0.006
O 2.42 -10.92 -1.33 -0.073
H 4.78 -15.01 0.53 0.138
C 0.93 -14.68 -3.06 -0.690
H 1.22 -16.31 -1.98 0.116
H 2.24 -14.64 -1.51 0.072
N 1.94 -14.24 -2.39 0.197
O -2.30 -15.33 -5.06 -0.048
C 3.17 -15.94 1.07 -0.762
H -1.70 -18.42 -2.09 0.098
O -4.23 -17.09 -3.29 0.020
H 1.86 -17.00 2.14 0.130
H 1.89 -10.50 -0.66 0.025
H -4.11 -19.53 -3.88 0.134
H -2.67 -19.81 -2.92 0.119
H 3.24 -13.22 -5.07 -0.027
N 4.45 -15.76 1.13 0.184
H 1.87 -13.50 0.79 -0.023
O 0.41 -17.78 -4.99 -0.042
H 5.59 -13.46 -4.12 0.055
H 3.57 -17.15 2.57 0.113
H 0.94 -18.54 -5.23 0.042
O 2.41 -15.29 0.39 0.019
N -3.35 -19.18 -3.32 0.177
H 1.75 -13.25 -5.34 -0.003
H 0.19 -16.40 -3.49 0.069
H 0.36 -12.20 -3.86 -0.013
H 1.24 -11.11 -4.42 0.038
O 1.75 -12.63 1.16 -0.051
H -2.19 -16.78 -1.79 0.123
N -2.34 -17.65 -2.27 0.158
H 4.59 -13.79 -3.03 0.036
O 0.70 -11.33 -3.66 -0.054
H -0.32 -17.79 -5.61 0.046
H 2.26 -13.32 -2.65 0.099
```


This record from OMol25 describes a cluster of 11 separate species, C26H62O24 in total. The level of theory is ωB97M-V/def2-TZVPD.

Values from the calculation:
Spin multiplicity: 1
HOMO level: -1.42 eV
Total charge: -2

Structure (XYZ):
```
112
Properties=species:S:1:pos:R:3:lowdin_charge:R:1
H 3.83 -2.83 -2.85 0.043
O 2.56 2.33 3.82 -0.066
C 4.55 -3.76 -0.82 -0.229
O -0.73 -1.80 2.80 0.018
C 1.30 4.92 -1.60 -0.229
C -3.80 6.10 -1.35 -0.227
H 1.81 0.81 0.04 0.085
H 3.78 4.76 -1.63 0.083
H 2.41 5.16 -3.23 0.064
H 4.33 -4.83 -0.67 0.130
C -3.18 -0.44 5.64 -0.217
O 1.04 -6.44 2.72 -0.063
H -0.47 -5.24 -0.04 0.114
O 4.26 -3.38 1.54 -0.042
O 3.90 4.08 1.98 -0.097
O -3.17 -5.12 3.04 -0.084
O -4.01 0.33 3.42 -0.082
H -1.15 -1.46 -4.57 0.061
H 6.41 -4.36 -0.94 0.075
O -4.56 5.49 -2.42 -0.064
O -0.48 -4.29 1.67 -0.060
C -1.59 3.15 -4.01 -0.290
H 4.47 0.11 -4.33 0.070
H 0.38 -0.95 -2.44 0.098
H 5.08 2.32 1.75 0.114
H 2.28 0.78 -2.64 0.104
H -1.01 -2.25 -0.73 0.109
C -2.70 3.62 -4.96 -0.248
H -3.34 -2.54 3.18 0.078
H 4.15 -3.52 -1.81 0.074
C 0.20 -5.25 0.83 -0.234
H -0.63 -7.05 1.72 0.111
H 5.23 -3.29 1.52 0.076
H -2.95 4.65 -4.71 0.099
O 4.06 0.67 -3.67 -0.081
H 0.24 4.70 -1.48 0.091
C 0.83 -0.43 1.47 -0.332
C -4.30 -2.97 2.94 -0.239
O -4.37 -3.18 1.54 -0.062
O -2.70 4.21 -0.23 -0.063
H -4.18 -0.81 5.89 0.106
H 4.28 -1.06 -1.88 0.126
H -5.11 -2.42 3.43 0.124
H -1.84 3.74 -0.31 0.058
C -1.67 0.63 0.37 -0.422
O -0.25 2.24 -0.76 -0.108
H 3.67 0.91 2.88 0.118
H -1.87 6.04 -0.43 0.115
H -3.72 1.98 -5.08 0.079
O -2.12 2.67 -2.82 -0.078
C 3.25 -1.11 -2.22 -0.194
O 0.68 -3.13 -1.45 -0.097
H 1.26 -7.33 3.02 0.065
O -2.70 1.06 -0.21 -0.025
O 1.52 5.36 -2.94 -0.070
O -2.36 -1.57 5.30 -0.098
H -5.17 -5.05 3.32 0.109
C 4.40 2.81 2.46 -0.239
H 1.13 -4.81 0.44 0.101
H -3.65 7.13 -1.68 0.109
H -4.27 -4.42 4.62 0.113
H 2.17 2.98 -1.80 0.110
H 2.12 3.17 3.65 0.076
H 1.24 -3.11 -2.25 0.056
H 4.96 3.07 3.36 0.110
C 0.82 0.55 0.40 -0.021
H -2.03 5.02 -1.91 0.101
C -0.58 -1.43 -2.67 -0.177
O 5.96 -3.54 -0.72 -0.064
H -2.05 0.62 4.13 0.121
H -3.55 0.64 2.62 0.070
H -4.75 6.19 -3.05 0.058
H -4.42 6.14 -0.44 0.117
O 2.97 -2.40 -2.85 -0.113
C -3.08 0.57 4.48 -0.247
C 3.22 1.87 2.65 -0.234
O -3.92 2.89 -4.84 -0.069
H 2.78 -2.94 0.24 0.112
C 3.87 -2.94 0.24 -0.252
H 3.84 3.99 1.02 0.031
H 0.96 -7.20 0.82 0.110
H -1.44 -0.78 -2.54 0.127
H -1.37 2.55 -2.16 0.061
C 0.33 -6.59 1.49 -0.244
O 3.52 4.32 -0.81 -0.076
H -1.24 -3.45 -2.03 0.115
H -0.95 4.03 -3.83 0.103
H -0.98 2.41 -4.55 0.104
H -2.72 -0.86 1.50 0.086
H 2.34 -0.33 -4.00 0.123
C -0.34 1.17 -0.04 -0.340
H -2.70 -0.01 6.53 0.105
H 1.49 5.76 -0.91 0.122
C -2.53 5.39 -1.00 -0.272
H -3.31 1.55 4.96 0.107
H -2.33 3.53 -5.99 0.102
O 1.80 -1.02 1.92 0.028
C -1.76 -0.39 1.31 -0.048
C 2.21 3.81 -1.10 -0.222
C 2.90 0.03 -3.13 -0.217
H -3.44 -5.50 2.20 0.064
H -2.41 -1.78 4.37 0.016
C -4.32 -4.37 3.52 -0.219
H 2.59 1.86 1.78 0.092
C -0.61 -0.92 1.97 -0.361
H 4.11 -1.89 0.04 0.107
H -4.68 -2.40 1.07 0.090
H 1.74 3.53 -0.16 0.111
O -0.49 -1.92 -4.04 -0.089
C -0.63 -2.60 -1.70 -0.204
H 2.59 -1.14 -1.35 0.099
H -1.14 -3.78 1.20 0.058
```


This record from OMol25 describes an isolated molecule of C4H4N2O. The level of theory is ωB97M-V/def2-TZVPD.

Values from the calculation:
Spin multiplicity: 1
HOMO level (spin up / spin down): -8.94 / -8.81 eV
SMILES: CC1=NN=C=CO1

Structure (XYZ):
```
11
Properties=species:S:1:pos:R:3:lowdin_charge:R:1
O -0.93 0.14 0.35 -0.038
H 1.85 -1.71 0.03 0.135
C 0.79 -1.47 0.39 -0.002
C -1.05 1.51 0.38 -0.056
C 0.33 -0.22 -0.14 -0.377
H -1.58 1.87 1.30 0.122
H 0.59 -1.39 1.47 0.106
N 0.79 0.38 -1.20 0.093
H 0.16 -2.24 0.26 0.050
N -0.15 1.19 -1.78 -0.016
C -0.81 1.93 -1.05 -0.018
```


This record from OMol25 describes a structure of composition C32H46As3N4O6PbSe. The level of theory is ωB97M-V/def2-TZVPD.

Values from the calculation:
Spin multiplicity: 1
HOMO level: -9.99 eV
Total charge: +1

Structure (XYZ):
```
93
Properties=species:S:1:pos:R:3:lowdin_charge:R:1
H 1.83 -3.59 -2.34 0.035
H 1.88 -3.30 4.04 0.045
O 2.09 0.63 2.23 -0.070
H -0.17 -1.78 -3.70 0.141
H 4.78 0.87 -2.66 0.081
C -2.16 -2.12 2.33 -0.284
H 2.68 -6.21 2.28 0.065
H 3.53 2.17 3.18 0.147
N -1.38 6.39 -4.34 0.170
C 1.40 4.64 -1.70 -0.025
C 2.16 3.87 -3.97 -0.049
As 4.05 -4.42 4.07 1.132
C 1.77 1.62 2.84 -0.510
C 1.69 -5.77 2.42 -0.102
O 2.63 2.47 3.40 0.147
H 3.07 -2.37 -2.70 0.018
C -0.07 2.70 4.19 0.032
H 3.55 -2.90 6.05 0.017
H 4.68 -1.22 -0.69 0.019
C 0.09 -1.43 4.10 -0.292
H 4.39 0.71 -4.39 0.099
C -2.89 0.58 -1.03 -0.075
H 1.38 -5.96 3.45 0.085
C 4.36 -2.94 5.33 -0.345
H 3.53 -3.93 -1.96 0.043
N 2.07 3.72 -2.60 -0.118
H -0.86 1.05 -2.74 0.088
H 0.69 4.09 -1.08 0.079
H -0.18 -2.26 4.76 0.040
H -3.37 2.65 3.44 0.130
C 0.34 1.99 3.07 -0.190
C 1.71 -4.26 2.12 -0.675
H -2.56 -2.32 1.33 0.031
C -2.66 1.82 -1.86 -0.169
C -2.31 2.48 3.38 0.038
Pb 0.67 -0.12 -0.17 1.073
As -0.22 -1.91 2.24 1.080
H 1.71 4.71 -4.48 0.131
C -3.23 4.08 -2.43 0.000
N 3.21 2.05 -3.35 -0.109
H 4.43 -1.99 4.80 0.019
H -0.33 3.14 -3.94 0.106
C -3.52 2.91 -1.77 0.000
H 3.32 -0.02 -3.18 0.060
H 3.16 2.56 -5.44 0.130
H 0.87 5.38 -2.29 0.087
H 5.01 -2.72 0.22 0.024
C 2.77 -3.15 -2.00 -0.276
O -0.54 -1.71 -1.71 -0.209
C -1.71 5.40 -3.85 -0.183
C -2.72 1.42 1.17 -0.435
H -3.93 0.42 -0.79 0.136
H 1.13 -1.15 4.26 0.013
C 3.98 0.82 -3.39 -0.023
H -2.42 -2.95 2.99 0.036
H -2.60 -1.21 2.71 0.019
C 4.36 -1.85 0.14 -0.287
O -3.89 1.74 1.18 0.140
As 2.53 -2.40 -0.23 1.082
C 2.29 -4.12 0.70 -0.320
C 5.54 -3.99 2.88 -0.346
C 0.10 -1.33 -2.73 -0.605
H 5.49 -4.58 1.96 0.008
O -2.12 0.72 0.21 -0.099
C 2.53 -3.50 3.18 -0.381
O 1.02 -0.48 -2.69 -0.224
H 1.00 -6.28 1.75 0.092
H -0.22 -4.25 3.09 0.084
H 4.40 -1.26 1.06 0.019
C 2.86 2.82 -4.44 -0.022
C -1.52 1.90 -2.65 -0.001
H 3.28 -4.58 0.67 0.077
H 0.65 3.05 4.91 0.129
H -3.89 4.94 -2.36 0.127
C 2.72 2.60 -2.22 -0.692
C -1.22 3.07 -3.32 -0.016
H -0.55 -0.58 4.34 0.020
H -1.80 3.46 5.22 0.123
H 5.56 -2.93 2.63 0.007
C -1.43 2.93 4.36 -0.008
H -0.32 -4.22 1.33 0.087
H 6.47 -4.25 3.39 0.021
N -0.49 1.55 2.13 0.150
H 5.29 -3.12 5.87 0.021
H -4.41 2.84 -1.16 0.122
C 0.23 -3.82 2.19 -0.347
Se 2.94 1.99 -0.48 0.620
C -1.78 1.81 2.28 -0.166
H -2.46 -0.31 -1.51 0.113
C -2.07 4.17 -3.20 -0.223
H 2.13 5.14 -1.06 0.096
H 2.86 -2.52 2.81 0.062
H 1.66 -4.69 0.02 0.084
```


This record from OMol25 describes an isolated molecule of C4H10O2. The level of theory is ωB97M-V/def2-TZVPD.

Values from the calculation:
Spin multiplicity: 1
HOMO level: -9.54 eV
SMILES: CO[C@@H](C)CO

Structure (XYZ):
```
16
Properties=species:S:1:pos:R:3:lowdin_charge:R:1
H 0.55 -1.17 -0.73 0.053
H 0.59 1.92 1.79 0.092
H -0.90 0.92 1.85 0.081
H 1.98 1.27 -1.12 0.130
O 1.32 -0.72 -1.30 -0.125
O -0.54 -0.90 0.15 -0.231
H -1.60 -0.60 -1.64 0.086
H 2.42 0.25 0.23 0.118
H -0.39 1.17 -0.60 0.139
C 1.61 0.40 -0.52 -0.248
H -1.80 -2.22 -0.98 0.096
C 0.14 0.94 1.55 -0.059
C -1.69 -1.15 -0.70 -0.090
H 0.69 0.17 2.10 0.094
C 0.21 0.59 0.10 -0.217
H -2.60 -0.88 -0.17 0.081
```


This record from OMol25 describes a cluster of 2 separate species, C9H14 in total. The level of theory is ωB97M-V/def2-TZVPD.

Values from the calculation:
Spin multiplicity: 1
HOMO level: -9.08 eV
SMILES: Cc1ccccc1.CC

Structure (XYZ):
```
23
Properties=species:S:1:pos:R:3:lowdin_charge:R:1
C 1.55 -0.03 0.09 -0.061
H -1.84 -2.97 1.30 0.062
C 0.90 2.24 -0.10 -0.057
H 0.61 -1.39 -1.27 0.098
H -2.83 -1.52 1.01 0.065
H 2.75 0.80 2.34 0.080
C -0.03 1.91 -1.09 -0.088
H -3.31 -4.14 -0.58 0.065
C -3.62 -3.42 0.19 -0.174
H 3.64 1.85 1.23 0.081
C -2.50 -2.47 0.59 -0.176
C 0.67 -0.37 -0.92 -0.101
H -4.48 -2.91 -0.23 0.055
H -3.98 -3.95 1.07 0.059
H 2.19 -0.80 0.52 0.115
C 1.67 1.28 0.52 -0.289
H -0.88 0.26 -2.21 0.098
H 2.34 2.48 2.19 0.072
H 1.00 3.29 0.18 0.111
C -0.15 0.59 -1.49 -0.100
C 2.65 1.61 1.61 -0.059
H -1.84 -2.18 -0.23 0.045
H -0.66 2.67 -1.53 0.100
```


This record from OMol25 describes a cluster of 2 separate species, C4H11N2 in total. The level of theory is ωB97M-V/def2-TZVPD.

Values from the calculation:
Spin multiplicity: 1
HOMO level: -13.79 eV
Total charge: +1

Structure (XYZ):
```
17
Properties=species:S:1:pos:R:3:lowdin_charge:R:1
H 1.01 0.86 2.03 0.097
H -2.12 -2.72 -0.26 0.101
C -1.71 -0.62 -0.84 -0.132
H 0.55 2.28 -0.76 0.116
H 1.21 -0.93 1.45 0.110
C 1.12 0.13 1.31 0.187
H 1.53 0.17 -0.76 0.195
H -0.53 -2.58 -1.17 0.135
C 1.36 2.06 -0.05 -0.057
C -1.37 -2.05 -0.60 -0.183
H -1.51 -0.85 1.19 0.125
N -0.91 -1.08 0.36 -0.089
H -2.70 -0.22 -0.84 0.099
N 1.45 0.68 0.16 -0.031
H -0.97 -0.12 -1.57 0.108
H 2.31 2.36 -0.48 0.117
H 1.27 2.65 0.85 0.102
```


One value per record, in order, for maximum force: 2.6; 6.4; 3.2; 4.8; 0.4; 2.3; 0.8; 4.7 eV Å⁻¹.
One value per record, in order, for molecular weight: 274.9; 306.3; 758.8; 96.1; 1093.7; 90.1; 122.2; 87.1 g mol⁻¹.